# 1
113
Properties=species:S:1:pos:R:3:forces:R:3 method="wB97M-V/def2-TZVPD" homo_energy_ev=-6.84
Cu -0.004 -0.375 0.189 0.113 -0.610 0.379
S 0.072 -2.292 1.491 -0.111 0.246 0.008
C -0.367 -3.580 0.386 0.088 -0.088 -0.038
C -0.402 -4.909 0.856 0.015 0.117 0.039
C -0.789 -5.919 0.007 0.010 -0.002 -0.126
C -1.145 -5.609 -1.308 0.041 -0.041 0.095
C -1.051 -4.288 -1.695 0.023 0.054 0.024
N -0.652 -3.299 -0.890 -0.229 0.038 -0.003
H -0.128 -5.104 1.885 -0.025 -0.019 -0.019
H -0.816 -6.945 0.355 -0.022 0.009 0.012
H -1.472 -6.368 -2.005 0.008 0.002 0.009
H -1.300 -3.987 -2.710 0.027 0.000 0.043
O 2.865 0.927 0.895 -0.049 0.161 -0.089
O 4.026 1.649 1.448 -0.085 -0.167 -0.040
C 2.456 2.418 -3.003 -0.004 0.004 0.006
S 1.425 2.614 -1.540 -0.107 -0.105 0.021
C 1.320 4.411 -1.536 0.095 -0.030 0.148
H 3.474 2.762 -2.821 -0.008 0.007 -0.021
H 2.014 2.966 -3.835 0.028 -0.028 -0.016
H 2.481 1.358 -3.254 0.008 -0.013 0.017
H 0.791 4.742 -2.429 0.014 0.031 0.009
H 2.306 4.873 -1.483 -0.021 0.002 0.000
H 0.748 4.697 -0.654 0.016 0.011 -0.018
O -0.204 1.405 1.112 -0.261 0.114 0.232
P -1.036 1.424 2.374 0.128 0.183 -0.136
C -1.025 3.095 3.038 -0.043 0.124 -0.084
C -1.042 4.151 2.125 0.033 -0.025 0.048
C -1.052 5.460 2.579 0.000 -0.009 0.017
C -1.039 5.719 3.944 -0.004 0.004 -0.011
C -1.012 4.672 4.854 0.006 -0.012 -0.009
C -1.005 3.359 4.404 -0.029 0.020 -0.027
C -2.762 0.984 2.090 -0.063 -0.077 0.026
C -3.064 -0.336 1.736 0.023 0.039 0.049
C -4.367 -0.687 1.424 -0.010 0.025 -0.012
C -5.376 0.269 1.468 -0.001 -0.002 0.016
C -5.084 1.575 1.832 0.040 0.012 0.001
C -3.779 1.935 2.145 -0.005 -0.036 -0.032
C -0.401 0.364 3.663 0.125 -0.062 0.056
C 0.990 0.300 3.786 -0.059 -0.017 -0.041
C 1.552 -0.471 4.790 0.008 0.002 -0.016
C 0.734 -1.172 5.667 -0.003 -0.005 0.010
C -0.646 -1.104 5.548 -0.016 0.004 -0.016
C -1.219 -0.334 4.546 0.065 -0.005 0.009
H -1.033 3.931 1.063 -0.014 0.004 0.013
H -1.062 6.279 1.871 0.001 -0.009 0.004
H -1.041 6.741 4.299 0.002 -0.007 -0.005
H -0.987 4.878 5.917 -0.005 -0.007 -0.007
H -0.972 2.541 5.113 -0.002 0.004 0.003
H -2.275 -1.084 1.703 -0.022 0.017 -0.015
H -4.594 -1.707 1.140 0.007 0.010 0.013
H -6.394 -0.008 1.225 0.013 0.006 -0.013
H -5.870 2.318 1.869 0.004 -0.010 0.014
H -3.557 2.955 2.431 -0.001 -0.002 -0.006
H 1.621 0.840 3.088 0.013 -0.021 0.026
H 2.628 -0.528 4.884 -0.009 0.009 -0.011
H 1.177 -1.780 6.446 -0.002 0.004 -0.010
H -1.279 -1.660 6.228 0.004 0.010 -0.002
H -2.296 -0.287 4.446 -0.002 -0.009 -0.005
C 3.181 -7.952 -2.517 0.000 0.048 0.005
C 2.780 -6.501 -2.494 0.023 -0.040 -0.020
C 2.108 -5.926 -3.560 -0.048 -0.062 -0.003
C 1.732 -4.585 -3.561 0.074 -0.051 -0.031
C 0.997 -4.066 -4.775 0.029 0.033 0.033
C 2.074 -3.814 -2.446 -0.270 0.156 0.313
Te 1.752 -1.726 -2.734 0.455 0.461 -0.009
N 0.498 -0.477 -1.718 0.329 -0.303 -0.688
C -0.540 -0.508 -2.587 -0.043 -0.003 -0.074
O -0.687 -1.404 -3.435 -0.074 -0.125 -0.161
C -1.435 0.694 -2.643 0.087 0.020 0.290
C -2.172 1.132 -1.554 0.031 -0.001 0.035
C -2.911 2.304 -1.639 -0.020 0.002 -0.008
C -2.904 3.044 -2.812 0.027 -0.029 -0.044
C -2.178 2.596 -3.911 -0.022 -0.007 0.039
C -1.453 1.418 -3.831 -0.038 0.013 0.010
C 3.687 -1.056 -2.058 -0.047 -0.003 -0.034
C 4.636 -1.188 -3.089 0.024 -0.010 -0.077
C 4.378 -1.901 -4.402 -0.061 0.016 0.108
C 5.898 -0.629 -2.918 0.065 0.003 -0.002
C 6.263 0.052 -1.767 0.041 0.015 -0.028
C 7.629 0.665 -1.613 -0.038 -0.031 -0.003
C 5.337 0.129 -0.740 -0.045 0.004 0.033
C 4.060 -0.409 -0.868 -0.067 -0.002 0.022
C 3.176 -0.379 0.347 -0.024 -0.064 -0.011
C 2.707 -4.370 -1.325 -0.031 -0.063 -0.007
C 2.993 -3.619 -0.055 0.057 0.077 -0.180
C 3.062 -5.710 -1.388 -0.030 -0.040 0.010
H 2.759 -8.466 -3.380 0.002 0.005 0.006
H 2.845 -8.465 -1.615 -0.001 0.015 -0.012
H 4.268 -8.051 -2.563 -0.012 0.000 0.000
H 1.844 -6.538 -4.416 0.006 0.005 0.007
H 0.389 -4.865 -5.198 0.030 -0.030 -0.017
H 1.705 -3.749 -5.545 -0.011 0.032 -0.007
H 0.330 -3.231 -4.565 -0.014 -0.011 0.057
H -2.172 0.557 -0.637 -0.015 0.013 -0.007
H -3.491 2.634 -0.786 0.010 -0.011 -0.008
H -3.474 3.963 -2.878 0.003 -0.002 -0.003
H -2.182 3.165 -4.833 -0.001 -0.003 0.007
H -0.892 1.052 -4.683 -0.004 0.016 0.009
H 4.001 -2.917 -4.257 0.005 0.023 0.019
H 5.306 -1.977 -4.964 0.017 0.001 0.000
H 3.658 -1.365 -5.024 -0.007 -0.007 0.005
H 6.619 -0.736 -3.722 0.000 0.020 0.009
H 8.178 0.654 -2.554 -0.002 0.000 0.002
H 8.218 0.121 -0.872 -0.013 -0.003 -0.004
H 7.551 1.697 -1.269 0.000 -0.003 -0.005
H 5.572 0.628 0.192 -0.008 0.011 0.007
H 3.635 -0.893 1.187 0.053 -0.009 0.007
H 2.211 -0.837 0.152 -0.087 0.007 0.052
H 2.480 1.524 0.209 -0.036 0.123 -0.125
H 2.254 -2.843 0.131 -0.018 -0.064 0.009
H 3.987 -3.164 -0.085 -0.001 -0.012 -0.015
H 2.954 -4.300 0.795 0.002 0.009 -0.012
H 3.553 -6.155 -0.527 -0.025 0.009 -0.015

---

# 2
108
Properties=species:S:1:pos:R:3:forces:R:3 method="wB97M-V/def2-TZVPD" homo_energy_ev=-5.91 e_above_lowest_ev=0.0000
Ir 0.754 0.962 -0.300 -0.122 0.232 0.188
C 2.657 -2.667 2.882 -0.030 0.005 -0.012
C 2.988 -1.856 1.627 -0.073 0.036 -0.023
C 4.479 -1.527 1.585 0.011 0.008 0.015
C 2.547 -2.579 0.370 -0.065 0.068 0.030
C 3.183 -3.769 0.026 0.022 0.022 -0.004
C 2.744 -4.537 -1.036 -0.012 -0.012 -0.005
C 1.664 -4.103 -1.787 0.076 0.047 -0.070
C 1.021 -2.905 -1.500 0.063 0.087 -0.062
C -0.159 -2.483 -2.357 -0.005 -0.044 -0.038
C -1.378 -3.386 -2.138 -0.084 0.030 0.067
C 0.215 -2.480 -3.841 -0.043 -0.054 0.006
C 1.463 -2.138 -0.403 -0.205 -0.152 0.054
N 0.639 -1.041 0.013 0.338 -0.198 0.144
C -0.507 -1.424 0.628 0.007 -0.047 -0.120
C -1.464 -0.465 0.810 -0.189 -0.069 0.183
N -1.111 0.801 0.402 0.009 0.046 -0.031
C -2.159 1.759 0.425 0.049 0.067 -0.099
C -3.063 1.793 -0.649 -0.026 -0.043 0.016
C -4.017 2.808 -0.678 -0.028 -0.009 -0.019
C -4.092 3.747 0.339 0.011 0.013 0.015
C -3.209 3.681 1.407 0.002 -0.026 -0.007
C -2.231 2.695 1.467 0.004 -0.043 0.025
C -1.275 2.612 2.639 -0.030 -0.042 -0.025
C -0.678 3.968 3.010 0.025 0.023 -0.015
C -1.962 1.955 3.838 -0.014 0.026 0.028
C -2.979 0.780 -1.778 -0.009 0.003 -0.006
C -4.335 0.137 -2.071 -0.004 0.017 -0.001
C -2.385 1.421 -3.035 0.033 0.000 -0.022
C -2.671 -1.061 1.392 0.058 0.093 -0.069
C -3.925 -0.648 1.756 -0.024 -0.031 0.005
C -4.828 -1.602 2.311 0.054 0.037 0.012
C -4.488 -2.912 2.511 -0.013 -0.022 -0.020
C -3.192 -3.371 2.135 -0.019 0.016 -0.063
C -2.688 -4.696 2.250 0.001 -0.006 -0.053
C -1.425 -4.986 1.805 0.000 0.009 -0.029
C -0.573 -4.005 1.225 0.084 -0.002 0.127
C -1.026 -2.718 1.125 0.069 -0.002 0.107
C -2.339 -2.434 1.579 -0.032 -0.013 0.119
H 2.956 -2.120 3.781 0.001 0.003 -0.012
H 3.184 -3.624 2.882 -0.003 0.004 -0.013
H 1.588 -2.870 2.948 -0.036 -0.015 -0.005
H 2.415 -0.930 1.677 0.045 0.047 -0.012
H 5.080 -2.440 1.597 0.002 0.024 0.019
H 4.769 -0.932 2.452 0.002 0.031 0.006
H 4.738 -0.979 0.679 0.016 0.071 -0.049
H 4.016 -4.118 0.626 -0.012 -0.003 -0.003
H 3.233 -5.473 -1.272 -0.001 0.004 -0.002
H 1.312 -4.709 -2.614 0.009 -0.001 0.013
H -0.437 -1.470 -2.058 0.056 0.049 -0.036
H -1.194 -4.390 -2.529 0.034 -0.014 0.019
H -2.246 -2.980 -2.664 0.001 -0.007 -0.036
H -1.631 -3.474 -1.081 -0.035 0.000 -0.191
H 0.418 -3.496 -4.189 -0.044 0.024 -0.023
H 1.104 -1.883 -4.031 0.040 0.044 -0.002
H -0.609 -2.087 -4.442 0.012 0.007 0.012
H -4.714 2.862 -1.506 0.003 -0.005 0.007
H -4.843 4.525 0.303 0.004 -0.001 0.000
H -3.280 4.412 2.203 0.000 -0.001 -0.006
H -0.463 1.958 2.318 0.036 -0.009 0.010
H -1.427 4.641 3.431 0.004 -0.002 -0.016
H -0.231 4.457 2.140 -0.006 -0.010 0.004
H 0.102 3.841 3.765 -0.011 0.001 0.006
H -2.819 2.550 4.166 0.010 0.003 -0.001
H -1.271 1.868 4.679 -0.002 -0.004 -0.013
H -2.323 0.957 3.586 0.010 -0.002 -0.005
H -2.298 -0.010 -1.463 -0.015 -0.030 -0.001
H -5.048 0.861 -2.473 -0.001 -0.008 0.005
H -4.763 -0.304 -1.170 0.008 0.002 -0.001
H -4.218 -0.655 -2.813 0.002 0.003 -0.001
H -2.982 2.277 -3.363 -0.013 -0.005 -0.007
H -2.355 0.700 -3.855 0.001 -0.001 0.006
H -1.361 1.761 -2.857 -0.032 -0.011 -0.007
H -4.250 0.378 1.630 0.002 0.001 0.009
H -5.820 -1.268 2.589 0.003 0.011 0.005
H -5.202 -3.605 2.941 0.002 0.004 0.006
H -3.310 -5.474 2.675 0.004 0.004 0.010
H -1.057 -6.001 1.885 0.007 0.003 0.004
H 0.408 -4.297 0.870 0.000 -0.004 0.018
C 3.879 2.247 2.351 -0.111 -0.081 0.041
C 4.983 2.397 1.522 0.072 0.006 -0.052
C 4.883 2.040 0.193 0.112 -0.043 0.017
C 3.680 1.541 -0.298 -0.055 -0.119 -0.185
N 2.607 1.432 0.511 0.050 0.005 0.083
C 2.710 1.760 1.804 0.045 -0.009 0.021
C 3.379 1.172 -1.680 0.021 -0.006 0.163
C 4.315 1.138 -2.713 -0.025 0.000 -0.080
C 3.892 0.839 -3.995 0.079 0.013 0.028
C 2.543 0.591 -4.235 -0.059 -0.005 0.023
C 1.620 0.608 -3.199 0.284 0.080 0.088
C 2.023 0.879 -1.887 -0.358 -0.231 -0.261
H 3.916 2.503 3.400 -0.001 0.002 -0.008
H 5.912 2.790 1.913 -0.002 -0.004 -0.008
H 5.725 2.148 -0.476 -0.004 -0.004 0.014
H 1.813 1.621 2.394 -0.014 0.039 -0.006
H 5.363 1.336 -2.521 -0.011 0.016 -0.017
H 4.605 0.804 -4.809 0.000 0.002 0.001
H 2.214 0.374 -5.246 -0.005 -0.009 0.005
H 0.576 0.411 -3.410 -0.019 -0.031 0.015
N -0.512 3.675 -1.019 0.056 0.029 -0.088
C -0.320 4.982 -1.245 0.004 -0.010 -0.003
C 1.024 5.224 -1.080 -0.003 0.012 -0.008
C 1.571 3.980 -0.745 -0.005 0.023 0.009
N 0.626 3.044 -0.702 -0.075 0.048 0.098
H -1.386 3.162 -1.021 0.009 0.016 0.027
H -1.146 5.623 -1.500 0.014 0.001 -0.003
H 1.543 6.159 -1.187 -0.007 -0.005 -0.003
H 2.599 3.736 -0.549 0.017 -0.013 0.028

---

no.,gap between HOMO and LUMO (eV),lowest unoccupied orbital energy (eV)
1,7.21,0.38
2,5.95,0.05